Entry 1:
Entry from the OMol25 dataset: the molecule C2H2N2O3 at a distorted geometry (the ωB97M-V functional and the def2-TZVPD basis).

Results
**HOMO level**: -10.056 eV
**Kohn-Sham gap**: 10.1 eV
**Largest force on an atom**: 5.22 eV Å⁻¹
**LUMO level**: 0.04 eV
**Net charge**: 0
**Total energy**: -412.470130 Eh
**SMILES string**: O=c1cnon1O
**Energy relative to the best compared isomer or geometry (same formula, charge and spin)**: 113.5 kcal/mol

```
9
Properties=species:S:1:pos:R:3:forces:R:3:mulliken_charge:R:1
C 1.224641 0.863107 0.016499 1.7630 1.5929 0.2465 -0.260
C -0.187502 0.882341 -0.008821 -3.4883 0.3089 -0.6786 0.591
H -1.846499 -0.906708 0.780288 -2.0776 1.3944 4.5850 0.322
H 1.873796 1.775169 0.030658 -0.5685 -1.3011 0.0960 0.365
N -0.398777 -0.491338 -0.181448 -1.3395 0.4235 -0.3605 0.354
N 1.689438 -0.332703 0.061640 2.1402 0.0795 -0.0304 -0.268
O -1.535374 -1.186682 -0.005508 1.6385 -1.3021 -4.3117 -0.374
O 0.722443 -1.240269 -0.001559 -0.0386 0.3419 0.2413 -0.109
O -1.097663 1.730344 0.004772 1.9710 -1.5378 0.2123 -0.621
```
Positions in Å, forces in eV/Å.


Entry 2:
Entry from the OMol25 dataset: the molecule C2H2N2O3 at a distorted geometry (the ωB97M-V functional and the def2-TZVPD basis).

Results
**HOMO level**: -10.343 eV
**Kohn-Sham gap**: 10.7 eV
**Largest force on an atom**: 3.48 eV Å⁻¹
**LUMO level**: 0.39 eV
**Net charge**: 0
**Total energy**: -412.519546 Eh
**SMILES string**: O=C1ON=CNO1
**Energy relative to the best compared isomer or geometry (same formula, charge and spin)**: 82.5 kcal/mol

```
9
Properties=species:S:1:pos:R:3:forces:R:3:mulliken_charge:R:1
C -1.443369 -0.274504 0.013126 -2.2726 0.2637 0.9233 0.636
C 1.199782 -0.235022 -0.048221 0.4546 2.1461 -0.3893 0.086
H 0.932773 1.759501 0.125970 0.8079 1.9553 -0.7155 0.293
H 2.206375 -0.100903 -0.417875 0.2824 -0.1478 0.3219 0.337
N 0.516511 0.916168 0.343312 0.7329 -3.1859 1.2013 -0.209
N 0.705112 -1.373013 -0.154244 -1.1926 -1.4342 0.1592 -0.311
O -2.658900 -0.168939 -0.038314 3.0675 -1.5653 -0.0432 -0.478
O -0.774918 0.912314 -0.127615 -1.0637 -0.5379 -0.5552 -0.194
O -0.683362 -1.435600 0.303863 -0.8165 2.5060 -0.9026 -0.160
```
Positions in Å, forces in eV/Å.


Entry 3:
Entry from the OMol25 dataset: the molecule C2H2N2O3S (the ωB97M-V functional and the def2-TZVPD basis).

Results
**HOMO level**: -9.707 eV
**Kohn-Sham gap**: 9.6 eV
**Largest force on an atom**: 0.82 eV Å⁻¹
**LUMO level**: -0.13 eV
**Net charge**: 0
**Total energy**: -810.766457 Eh
**SMILES string**: O=c1[nH]n(O)c(=S)o1
**Energy relative to the best compared isomer or geometry (same formula, charge and spin)**: 53.5 kcal/mol

```
10
Properties=species:S:1:pos:R:3:forces:R:3:mulliken_charge:R:1
C -1.372196 -0.094690 0.994848 0.0144 0.1611 -0.0369 0.512
C 0.538985 0.421312 -0.085606 0.4440 0.3333 0.2869 0.151
H 1.054625 -1.663049 -1.229668 0.4832 -0.2642 0.2750 0.352
H -2.141648 -1.058806 -0.635209 0.6573 0.1042 0.4050 0.299
N -0.243514 -0.333099 -0.932116 -0.3211 -0.0256 0.0675 0.259
N -1.259977 -0.906422 -0.123397 -0.7013 -0.1004 -0.4164 -0.269
O 0.379404 -1.223218 -1.756532 -0.3538 0.1307 -0.3648 -0.334
O -2.242034 -0.029156 1.798751 0.2246 -0.0519 -0.1543 -0.486
O -0.222278 0.688980 1.016415 -0.0303 -0.1357 -0.1094 -0.222
S 2.080625 0.871620 -0.291941 -0.4171 -0.1515 0.0474 -0.263
```
Positions in Å, forces in eV/Å.


Entry 4:
Entry from the OMol25 dataset: a 2-piece molecular cluster, C2H2N2O4 overall at a distorted geometry (the ωB97M-V functional and the def2-TZVPD basis).

Results
**HOMO level**: -10.056 eV
**Kohn-Sham gap**: 8.7 eV
**Largest force on an atom**: 7.17 eV Å⁻¹
**LUMO level**: -1.33 eV
**Net charge**: 0
**Total energy**: -487.677071 Eh
**Energy relative to the best compared isomer or geometry (same formula, charge and spin)**: 110.9 kcal/mol

```
10
Properties=species:S:1:pos:R:3:forces:R:3:mulliken_charge:R:1
C 0.245799 -0.167237 0.868392 -4.2549 -2.5874 3.1547 0.547
C 0.917644 0.827726 -0.993652 -3.6655 -2.1892 2.5990 0.583
H -1.138041 -0.588288 2.196965 3.4289 0.7992 -0.1414 0.413
H -2.507647 -1.526222 -0.599218 3.4310 1.6209 4.6352 0.433
N 1.001857 0.681400 0.453438 4.6427 4.1083 -3.5415 -0.420
N -0.495592 -0.938226 -0.046123 2.6807 0.8408 -1.6473 0.255
O -0.112214 -0.282396 2.186722 -2.2455 -0.9397 -1.3686 -0.492
O 1.337596 1.458896 -1.880317 0.5120 -0.2540 0.7143 -0.375
O -0.351464 -0.075830 -1.249897 0.4304 -0.2603 0.6478 -0.323
O -1.733770 -1.107001 0.481318 -4.9597 -1.1386 -5.0522 -0.621
```
Positions in Å, forces in eV/Å.


Entry 5:
Entry from the OMol25 dataset: the molecule C2H2N2OS at a distorted geometry (the ωB97M-V functional and the def2-TZVPD basis).

Results
**HOMO level**: -8.819 eV
**Kohn-Sham gap**: 7.9 eV
**Largest force on an atom**: 5.88 eV Å⁻¹
**LUMO level**: -0.88 eV
**Net charge**: 0
**Total energy**: -660.219693 Eh
**SMILES string**: S=c1nco[nH]1
**Energy relative to the best compared isomer or geometry (same formula, charge and spin)**: 80.3 kcal/mol

```
8
Properties=species:S:1:pos:R:3:forces:R:3:mulliken_charge:R:1
C -0.931775 -0.018044 -0.245777 -3.0464 -0.5505 -0.5934 0.028
C 1.092251 -0.798051 0.031601 -4.9127 2.4187 -2.1363 0.263
H 1.951827 -1.450766 0.231798 -0.2638 0.8636 -0.1315 0.367
H -0.352590 1.772816 0.702648 0.5210 -1.9218 -4.5148 0.385
N -0.137443 -1.148993 -0.306050 2.0519 -1.1301 1.3949 -0.391
N -0.124124 1.152950 -0.387729 -1.0653 0.0973 5.7201 -0.154
O 1.114041 0.588456 -0.000934 4.3001 -0.2926 0.7101 -0.237
S -2.612184 -0.098371 -0.025556 2.4152 0.5154 -0.4491 -0.260
```
Positions in Å, forces in eV/Å.


Entry 6:
Entry from the OMol25 dataset: a 2-piece molecular cluster, C2H2N2OS overall at a distorted geometry (the ωB97M-V functional and the def2-TZVPD basis).

Results
**HOMO level (alpha / beta)**: -8.948 / -8.948 eV
**Kohn-Sham gap (alpha / beta)**: 8.2 / 8.2 eV
**Largest force on an atom**: 3.36 eV Å⁻¹
**LUMO level (alpha / beta)**: -0.72 / -0.73 eV
**Net charge**: 0
**Total energy**: -660.113685 Eh
**SMILES string**: O=NN=S.C#C
**Energy relative to the best compared isomer or geometry (same formula, charge and spin)**: 146.8 kcal/mol

```
8
Properties=species:S:1:pos:R:3:forces:R:3:mulliken_charge:R:1
C 0.138512 0.451669 -0.875129 -0.5086 1.2229 1.6908 -0.255
C -0.014893 0.966366 0.216910 0.3139 -0.9226 -1.0438 -0.456
N -3.369952 -1.547659 0.314859 0.0136 2.4250 -0.8585 0.567
N -3.605304 -0.445590 0.042163 0.1584 -3.2555 0.8059 0.086
O -3.659259 -2.530051 0.897014 -0.4272 -2.0369 0.8915 -0.529
S -3.366349 1.012122 -0.325097 0.1571 2.9117 -0.8342 -0.133
H 0.143419 0.151212 -1.896113 0.1807 -0.1732 0.0488 0.361
H -0.135458 1.331003 1.229675 0.1121 -0.1713 -0.7004 0.360
```
Positions in Å, forces in eV/Å.


Entry 7:
Entry from the OMol25 dataset: the molecule C2H2N2OS3 at a distorted geometry (the ωB97M-V functional and the def2-TZVPD basis).

Results
**HOMO level (alpha / beta)**: -9.063 / -7.629 eV
**Kohn-Sham gap (alpha / beta)**: 7.9 / 6.5 eV
**Largest force on an atom**: 2.52 eV Å⁻¹
**LUMO level (alpha / beta)**: -1.12 / -1.14 eV
**Net charge**: 0
**Total energy**: -1456.502491 Eh
**Energy relative to the best compared isomer or geometry (same formula, charge and spin)**: 133.5 kcal/mol

```
10
Properties=species:S:1:pos:R:3:forces:R:3:mulliken_charge:R:1
C 0.137697 0.466377 -0.677772 -0.7217 -1.7216 -1.0201 0.553
C 0.648985 0.948395 1.537060 0.6214 1.6110 1.3603 0.373
N 0.619733 1.121465 0.183134 0.6524 2.0525 1.3116 -0.280
N -0.575836 -1.090452 1.421355 -0.4828 -0.5266 -1.1407 -0.422
O 0.407659 -0.312692 1.909385 0.8305 -1.2010 1.6780 -0.065
S 1.069579 2.141168 2.626667 -0.5145 -1.5287 -1.2079 -0.249
S -1.252066 0.179475 -3.190306 -0.8604 0.5503 0.0891 -0.184
S -0.393305 -0.776112 -1.524115 -0.5352 -0.4999 0.2494 -0.136
H -0.260856 -2.108765 1.518082 0.2121 1.7764 0.2455 0.249
H -0.401588 -0.568858 -3.803490 0.7982 -0.5124 -1.5651 0.161
```
Positions in Å, forces in eV/Å.


Entry 8:
Entry from the OMol25 dataset: an isolated ion of composition C2H2N2PS and charge -1 at a distorted geometry (the ωB97M-V functional and the def2-TZVPD basis).

Results
**HOMO level**: -3.552 eV
**Kohn-Sham gap**: 7.5 eV
**Largest force on an atom**: 4.20 eV Å⁻¹
**LUMO level**: 3.98 eV
**Net charge**: -1
**Total energy**: -926.451357 Eh
**SMILES string**: [S-]/P=N/[C@@H]1C=N1
**Energy relative to the best compared isomer or geometry (same formula, charge and spin)**: 47.1 kcal/mol

```
8
Properties=species:S:1:pos:R:3:forces:R:3:mulliken_charge:R:1
C -0.499705 0.133367 -0.166397 -0.7276 1.0355 -2.2819 0.084
C -1.592852 -0.377167 0.616777 2.4358 0.2304 -3.0787 -0.236
N 0.819478 0.003866 0.189783 -0.1726 -0.3390 0.3497 -0.246
N -1.395738 -1.151353 -0.342441 -0.0207 -0.4017 0.2245 -0.498
P 1.944910 0.667311 -0.708727 0.3757 -0.3102 0.4078 -0.166
S 3.648480 0.048586 0.069029 0.4953 0.3013 -0.2889 -0.559
H -0.740827 0.846229 -1.045418 0.2071 -0.7780 1.3769 0.314
H -2.183744 -0.170839 1.387392 -2.5931 0.2617 3.2906 0.306
```
Positions in Å, forces in eV/Å.


> Which value of net charge does entry 4 give?

0


> What is the formula in the first record?

C2H2N2O3


> Among the records above, which one has the lowest net charge?

C2H2N2PS


> Look up the largest force on an atom of the second one.

3.48 eV Å⁻¹